A cluster of 5 separate species, C13H35Cl4O12P3 in total in a non-equilibrium geometry. Source: OMol25; level of theory: ωB97M-V/def2-TZVPD.

```
67
Properties=species:S:1:pos:R:3:forces:R:3
C -1.0948 -0.8470 4.8501 1.968 0.698 1.018
O -1.3739 -1.8461 3.9268 -0.978 -2.499 -0.751
P -1.3438 -3.4377 4.3266 1.153 0.525 -2.262
O -0.8485 -4.2835 3.1308 -1.808 1.982 3.854
O -0.3921 -3.3325 5.6392 -0.844 -0.973 -0.433
C -0.1729 -4.5347 6.4483 0.391 0.735 -0.569
O -2.8437 -3.7221 4.9320 1.652 -0.475 -0.306
C -3.3947 -5.0583 4.7321 -0.005 0.325 0.129
H -0.9657 0.1504 4.4299 -1.281 -0.059 -0.655
H -0.0407 -0.9757 5.0959 -0.003 -0.300 0.996
H -1.7384 -0.8779 5.7293 0.060 0.185 -0.105
H -0.9413 -5.2820 6.2506 0.162 -0.051 0.085
H -0.1612 -4.2557 7.5019 -0.269 0.148 -0.156
H 0.8289 -4.8776 6.1896 -0.220 -0.357 -0.032
H -4.3637 -4.8740 4.2684 0.392 -0.499 -0.701
H -3.6374 -5.6197 5.6343 0.309 0.679 0.680
H -2.6242 -5.6555 4.2444 -0.665 -0.053 -0.798
C -6.0533 0.6052 -4.1278 -0.406 0.781 0.563
O -6.1119 1.4339 -5.2832 -0.505 1.002 -1.315
P -7.1262 1.1339 -6.4753 -1.304 -0.660 0.450
O -7.4820 2.1571 -7.4763 0.388 -0.240 1.513
O -8.3964 0.4825 -5.6162 1.375 -0.635 -1.305
C -9.2529 1.3666 -4.9456 0.443 1.563 -0.100
O -6.5007 -0.1466 -7.1444 -0.392 -1.060 0.154
C -7.4036 -1.1707 -7.6487 0.013 0.292 0.039
H -5.2313 -0.0942 -4.2802 -0.322 -0.144 0.489
H -7.0381 0.2079 -3.8821 0.286 -0.816 -0.519
H -5.9431 1.3019 -3.2968 0.929 -0.106 0.040
H -9.9134 1.7872 -5.7039 -0.507 0.038 0.525
H -8.6377 2.1752 -4.5508 -0.110 0.473 0.041
H -9.7245 0.9656 -4.0484 -0.229 -0.670 -0.528
H -8.3153 -0.7137 -8.0335 0.120 0.020 -0.204
H -7.7030 -1.8377 -6.8403 0.233 0.005 0.016
H -6.8835 -1.7174 -8.4353 -0.011 0.157 0.143
C 6.0820 -2.6494 2.6590 -0.203 -1.352 -0.712
O 6.3396 -1.8651 3.7852 0.664 1.350 1.019
P 7.0858 -0.4497 3.8021 -0.285 0.926 1.266
O 6.2204 0.7267 3.5315 0.739 -1.140 -0.312
O 8.3787 -0.6249 2.8460 -1.704 -1.051 1.575
C 8.9924 0.5938 2.4726 0.762 0.174 -0.055
O 7.6809 -0.3333 5.3357 0.817 -0.623 -3.418
C 6.8025 -0.1016 6.3859 -1.113 -0.724 0.789
H 6.2328 -2.1107 1.7235 0.298 -0.237 0.039
H 5.0854 -3.0903 2.6390 -0.525 0.846 0.385
H 6.6475 -3.5729 2.7837 0.757 0.266 -0.580
H 8.1763 1.2778 2.2395 0.626 0.416 -0.358
H 9.6962 0.3315 1.6826 -0.489 0.306 -0.428
H 9.6413 0.9404 3.2768 -0.332 0.301 0.252
H 7.1474 -0.7881 7.1591 -0.144 0.458 0.464
H 5.7982 -0.4265 6.1139 -0.193 0.133 0.093
H 6.7497 0.9410 6.6994 0.300 -0.054 -0.029
Cl -0.1276 2.5830 -1.4059 0.140 0.314 0.429
C 1.1307 1.4041 -1.0169 1.588 -0.805 -0.684
C 2.3281 1.8319 -0.1462 -0.932 1.100 0.261
Cl 3.2723 3.2357 -0.8737 -0.698 -0.914 0.474
H 1.5530 1.1124 -1.9785 -0.235 -0.158 -0.047
H 0.6518 0.5308 -0.5741 0.029 0.126 0.104
H 3.0573 1.0558 0.0864 -0.251 -0.176 -0.564
H 1.9041 2.1292 0.8129 0.369 0.519 0.027
Cl 3.0896 5.5186 -7.9421 0.272 0.342 1.088
C 2.8485 5.9446 -6.1747 -0.870 0.726 -0.267
C 1.3308 6.1071 -5.9681 -0.429 -1.388 0.916
Cl 0.6776 7.4666 -6.8490 -0.133 0.639 -0.667
H 3.2406 6.9237 -5.8997 0.453 0.069 -0.765
H 3.4209 5.2436 -5.5672 -0.695 -0.397 -0.099
H 0.9484 6.2829 -4.9627 1.031 0.102 0.435
H 0.7421 5.2242 -6.2174 0.371 -0.103 -0.625
```
Forces are in eV/Å.

Summary:
SMILES: COP(=O)(OC)OC.COP(=O)(OC)OC.COP(=O)(OC)OC.ClCCCl.ClCCCl
Total charge: 0


A structure of composition C44H32AsF9N3O6OsPS in a non-equilibrium geometry. Source: OMol25; level of theory: ωB97M-V/def2-TZVPD.

```
98
Properties=species:S:1:pos:R:3:forces:R:3
Os 0.4626 -0.2707 1.1131 0.965 -1.246 0.422
C 2.4128 2.5051 -0.0820 -0.094 0.055 0.175
C 3.0542 1.1707 0.0712 0.011 -0.178 -0.012
C 4.4455 1.1214 0.0115 0.005 -0.004 -0.014
C 5.1149 -0.0786 0.0003 0.042 -0.003 -0.018
C 4.3731 -1.2516 0.0022 -0.018 0.003 0.024
C 3.0058 -1.1704 0.0994 -0.192 -0.031 0.047
N 2.3394 0.0260 0.1782 0.434 0.116 -0.095
C 2.1466 -2.3667 0.0863 -0.076 0.078 0.036
C 2.5266 -3.6654 -0.1913 -0.022 -0.008 -0.083
C 1.5462 -4.6498 -0.2067 0.045 -0.040 -0.020
C 0.2204 -4.3307 0.0337 -0.089 0.058 -0.015
C -0.1030 -3.0119 0.3125 0.046 0.223 -0.125
N 0.8626 -2.0880 0.3398 -0.090 0.175 0.431
C -1.4351 -2.4547 0.5993 0.240 -0.186 -0.076
C -2.5474 -3.2562 0.6812 -0.001 -0.013 0.009
C -3.7490 -2.6973 1.0921 0.068 0.072 -0.011
C -3.7614 -1.3628 1.4243 -0.061 -0.034 -0.036
C -2.6132 -0.5783 1.3154 -0.024 -0.011 0.103
C -2.6688 0.8281 1.8069 0.034 0.027 -0.026
N -1.4713 -1.1134 0.8390 -0.384 0.034 0.361
H 3.0083 3.0890 -0.7827 -0.029 0.032 0.010
H 2.3790 3.0414 0.8662 0.003 -0.025 0.015
H 1.4123 2.4295 -0.4798 -0.173 0.052 -0.017
H 4.9834 2.0572 -0.0476 0.003 0.003 0.010
H 6.1954 -0.1107 -0.0406 -0.001 0.004 0.007
H 4.8588 -2.2146 -0.0441 -0.006 -0.007 -0.004
H 3.5555 -3.9112 -0.4072 -0.001 -0.018 0.010
H 1.8202 -5.6736 -0.4228 -0.002 -0.003 0.009
H -0.5444 -5.0920 0.0005 0.014 -0.024 -0.002
H -2.4749 -4.3104 0.4603 0.004 -0.012 0.018
H -4.6393 -3.3042 1.1850 -0.005 -0.001 -0.005
H -4.6596 -0.8972 1.8033 -0.010 -0.004 0.005
H -3.6501 1.0240 2.2297 -0.015 -0.010 0.032
H -2.5001 1.5431 1.0052 -0.116 -0.138 0.164
H -1.9169 0.9968 2.5789 0.025 -0.032 -0.041
O 1.8384 -2.6354 3.6231 -0.001 -0.002 0.158
As 0.4177 -1.8027 4.2352 -0.259 0.111 -0.748
O -0.6051 -2.8234 4.9486 0.056 -0.012 0.027
O -0.2263 -1.0982 2.7877 -0.309 -0.036 0.390
C 0.8585 -0.2959 5.3189 0.004 0.082 0.096
C 0.5963 -0.4521 6.6708 0.023 0.044 0.000
C 0.7892 0.6150 7.5436 -0.031 -0.050 0.030
C 1.2308 1.8362 7.0701 0.049 0.058 -0.009
C 1.4935 2.0098 5.7166 -0.037 0.004 0.006
C 1.2878 0.9477 4.8499 0.177 -0.113 0.054
S 1.6694 1.2262 3.1636 -0.491 -0.018 -0.354
O 2.6501 2.2544 3.0837 0.100 -0.200 0.003
O 2.0308 -0.1239 2.5542 0.195 0.527 0.136
O 0.4270 1.5143 2.3558 -0.122 0.231 0.199
H 1.8631 -3.4833 4.0914 0.082 -0.057 -0.051
H 0.2263 -1.4029 7.0333 0.009 -0.006 -0.003
H 0.5900 0.4842 8.5986 -0.003 -0.005 -0.003
H 1.3856 2.6601 7.7529 -0.005 0.008 -0.010
H 1.8601 2.9548 5.3414 0.011 0.002 -0.005
F 2.6370 0.6676 -7.1630 -0.014 -0.049 -0.031
C 2.9061 1.6282 -6.2696 -0.022 0.014 0.042
F 2.5077 2.7922 -6.7905 -0.017 0.043 -0.016
F 4.2316 1.6766 -6.1056 0.056 -0.005 0.010
C 2.1973 1.3500 -4.9641 -0.029 0.012 -0.022
C 0.8370 1.6019 -4.8601 0.009 0.007 -0.061
C 0.1741 1.3284 -3.6807 0.098 0.011 0.070
C 0.8482 0.8126 -2.5646 -0.075 0.262 -0.058
C 2.2032 0.5274 -2.7088 -0.027 -0.263 -0.013
C 2.8725 0.7950 -3.8966 -0.020 -0.009 -0.006
P -0.2819 0.5200 -1.1155 -0.173 0.304 -0.247
C -1.3081 -0.7706 -1.8955 -0.025 0.017 -0.124
C -0.6319 -1.7896 -2.5692 -0.004 0.008 -0.025
C -1.3247 -2.8777 -3.0678 -0.024 -0.007 0.011
C -2.7019 -2.9465 -2.9059 0.016 -0.019 -0.008
C -3.3916 -1.9149 -2.2913 0.005 0.042 0.013
C -2.6940 -0.8313 -1.7792 0.020 0.038 -0.108
C -3.4157 -4.1953 -3.3631 0.022 0.062 -0.043
F -3.0271 -5.2392 -2.6007 0.014 -0.052 0.066
F -3.1195 -4.4954 -4.6279 0.024 -0.012 -0.049
F -4.7391 -4.0867 -3.2533 -0.071 0.008 0.016
C -1.2942 2.0396 -0.9626 0.035 0.026 -0.222
C -2.2959 2.3646 -1.8851 0.011 -0.094 0.059
C -3.0017 3.5498 -1.7752 -0.043 -0.017 -0.039
C -2.7158 4.4313 -0.7449 -0.006 0.030 0.052
C -1.7443 4.1193 0.1907 -0.026 -0.026 -0.034
C -1.0469 2.9268 0.0866 0.182 0.089 -0.154
C -3.5204 5.7044 -0.6039 0.050 -0.007 -0.016
F -2.8376 6.6398 0.0613 0.024 0.025 0.025
F -4.6525 5.4640 0.0729 -0.046 -0.022 0.026
F -3.8550 6.2005 -1.7972 -0.018 0.005 -0.051
H 0.2932 2.0080 -5.7028 0.000 0.007 0.003
H -0.8869 1.5086 -3.6529 0.004 0.061 0.009
H 2.7687 0.0384 -1.9383 -0.022 0.045 -0.176
H 3.9247 0.5613 -3.9840 0.009 0.002 0.010
H 0.4413 -1.7346 -2.7123 -0.014 -0.019 0.004
H -0.7981 -3.6709 -3.5831 -0.003 -0.008 0.001
H -4.4675 -1.9641 -2.1937 -0.009 0.003 -0.005
H -3.2406 -0.0503 -1.2692 -0.010 0.030 -0.027
H -2.5612 1.6894 -2.6842 -0.012 -0.033 -0.035
H -3.7726 3.7896 -2.4953 -0.002 -0.008 -0.002
H -1.5404 4.7966 1.0086 0.014 0.001 0.001
H -0.3477 2.6784 0.8670 0.139 0.029 -0.056
```
Forces are in eV/Å.

Summary:
Total charge: +2


A cluster of 2 separate species, C13H23FN3O3 in total in a non-equilibrium geometry. Source: OMol25; level of theory: ωB97M-V/def2-TZVPD.

```
43
Properties=species:S:1:pos:R:3:forces:R:3
C 3.0853 1.4181 2.0464 1.472 -0.730 -1.494
C 3.7748 0.5577 1.0185 -1.737 0.713 1.684
C 2.7637 -0.2378 -0.0313 2.074 -1.289 0.650
C 3.5434 -0.3525 -1.4726 -1.280 0.032 -0.088
C 3.4881 -1.9603 -1.8012 -1.007 -1.119 -4.062
N 2.9351 -2.7677 -0.6098 -0.133 5.693 2.100
F 2.8504 -4.1425 -0.5093 0.295 2.123 -0.075
C 2.5437 -1.8347 0.3220 -1.017 -2.368 1.621
C 1.8350 -2.2978 1.7576 -0.768 0.328 -1.491
C 0.3316 -1.6038 1.7404 -0.120 -0.258 1.294
C -0.6969 -2.2453 0.6428 0.490 -0.783 -0.197
C -0.9208 -1.3710 -0.7203 -0.971 -1.188 -0.775
N -0.7533 0.1227 -0.5772 -1.089 0.382 0.911
C -1.8674 0.7752 0.2106 -5.854 1.556 -1.941
C -1.7404 1.2340 1.8018 1.286 0.197 -0.485
O -3.0447 1.0534 -0.3822 7.260 -1.659 3.218
H 2.6437 0.9677 3.0346 -0.692 0.623 -2.747
H 2.9824 2.5781 1.8721 1.684 -2.145 1.283
H 4.9340 0.4402 0.9070 -2.393 1.318 -0.751
H 1.8405 0.4816 -0.0612 1.311 -2.389 -0.045
H 2.8346 0.1653 -2.2491 1.523 -1.109 1.337
H 4.5722 0.2119 -1.5476 -1.922 -1.616 0.470
H 4.3785 -2.4764 -2.3674 -1.404 1.075 1.797
H 2.6091 -2.0834 -2.5997 1.909 0.263 1.593
H 2.4194 -1.9055 2.7022 -0.908 -0.834 -2.205
H 1.6858 -3.4593 1.7490 0.630 2.254 0.150
H 0.4904 -0.4479 1.6740 -0.556 -2.190 -0.091
H -0.1318 -1.8279 2.8168 1.136 0.535 -2.299
H -1.7386 -2.5570 1.1334 2.359 1.025 -1.008
H -0.2115 -3.2809 0.2999 -1.153 2.137 0.680
H -2.0167 -1.6274 -1.1199 2.327 0.522 0.816
H -0.1903 -1.7355 -1.5738 -1.284 0.855 1.810
H -0.7067 0.5644 -1.5241 -0.594 -0.579 1.122
H -2.0120 0.3661 2.5513 0.316 1.741 -1.719
H -2.3873 2.2090 1.9790 1.145 -2.396 -0.537
H -0.6104 1.5311 2.0280 -2.357 -0.683 -0.542
C -5.3384 3.1551 -1.5771 0.321 -0.110 0.041
N -6.0325 4.2791 -2.2617 -0.576 0.892 -0.540
O -5.3298 5.0804 -2.8887 -1.129 -1.005 0.816
O -7.2631 4.3252 -2.1503 1.844 0.044 -0.243
H -4.2649 3.2396 -1.7590 -0.336 0.049 0.000
H -5.5561 3.2346 -0.5100 -0.079 -0.094 -0.239
H -5.7282 2.2243 -1.9939 -0.024 0.191 0.183
```
Forces are in eV/Å.

Summary:
Total charge: +1


LUMO energy (computed, eV): 0.3 -6.5 -4.8
Gap between HOMO and LUMO (computed, eV): 10.70 8.11 6.84